Record 1
C14H13BrF6OPd | ωB97M-V with the def2-TZVPD basis set

Cartesian coordinates (Å):
C -2.80219 -0.66593 -0.37348
C -2.65692 -1.17101 0.97508
C -2.60326 -0.05591 1.84743
H -2.42847 -2.19031 1.24247
C -2.72434 1.14131 1.09174
C -2.82750 0.77901 -0.28707
H -2.94381 1.47283 -1.11367
H -2.74489 -1.23302 -1.28193
H -2.43537 -0.08452 2.93494
H -2.75134 2.14793 1.48413
Pd -1.09575 0.05769 0.42664
Br 0.42712 -0.89262 -1.73189
C 2.03158 0.87277 -4.31129
C 0.92808 1.66995 -4.74901
C -0.07231 0.78505 -5.27713
H 0.85990 2.75040 -4.69178
C 0.41999 -0.55127 -5.16624
C 1.71744 -0.49950 -4.56449
H 2.34026 -1.35389 -4.31723
H 2.94089 1.23094 -3.83972
H -1.03284 1.07769 -5.68833
H -0.10321 -1.45945 -5.45021
C 0.55785 -0.74870 4.27824
C 0.92977 -0.43671 2.80686
O 0.10468 -0.99699 1.92217
C 1.01170 1.13788 2.66054
F 1.92538 1.71383 3.49862
F 1.30088 1.54909 1.40362
F -0.21000 1.67312 2.98863
C 2.33720 -1.13586 2.43919
F 3.37946 -0.71676 3.20335
F 2.21151 -2.47282 2.60772
F 2.64973 -0.91094 1.13576
H -0.41693 -0.30401 4.50872
H 1.29900 -0.34579 4.97747
H 0.47674 -1.83348 4.41016

Orbital gap (spin up / spin down) = 4.39 / 4.37 eV
Total charge = -2
<S²> = 2.01
HOMO level (spin up / spin down) = 0.469 / 0.457 eV
2S+1 = 3

Record 2
C14H13BrF6OSr | ωB97M-V with the def2-TZVPD basis set

Cartesian coordinates (Å):
C -1.07529 -1.29861 -3.08264
C -1.13032 -2.32320 -2.07246
C -1.87653 -1.78565 -0.94333
H -0.57385 -3.27493 -2.07040
C -2.27364 -0.43441 -1.27389
C -1.76851 -0.13358 -2.60443
H -1.80055 0.86548 -3.07321
H -0.50908 -1.37451 -4.02607
H -1.94269 -2.23522 0.06066
H -2.73791 0.28555 -0.57920
Sr 0.11401 -0.46583 -0.78045
Br 1.05067 -2.50034 0.45952
C 2.25142 0.70481 -0.86299
C 1.41509 1.48974 -1.74401
C 1.23759 0.71588 -2.97011
H 0.84950 2.39926 -1.45857
C 1.94254 -0.51933 -2.83412
C 2.58361 -0.53595 -1.54479
H 3.12470 -1.38314 -1.09626
H 2.43297 0.90446 0.20537
H 0.56423 1.00645 -3.79571
H 1.92461 -1.37357 -3.53289
C 1.09480 1.18852 2.39163
C -0.33386 0.60237 2.36963
O -0.71694 0.05650 1.26957
C -0.45057 -0.46486 3.57712
F -0.11923 0.07512 4.78460
F -1.66694 -0.97766 3.65915
F 0.41830 -1.44962 3.34398
C -1.36226 1.79549 2.72167
F -1.05461 2.43406 3.87883
F -1.27506 2.70359 1.72645
F -2.61316 1.36131 2.78751
H 1.77628 0.36448 2.17879
H 1.35463 1.64424 3.33401
H 1.14604 1.93308 1.59705

Orbital gap = 5.77 eV
Total charge = -2
HOMO level = -0.727 eV

Record 3
C14H13ClN2O12P2RuS2 | ωB97M-V with the def2-TZVPD basis set

Cartesian coordinates (Å):
Ru 0.93656 0.33259 1.79461
O 2.05777 -1.05370 3.79306
P 3.15678 0.11833 3.60011
O 4.00576 0.37622 4.74803
O 2.33200 1.25885 2.91923
O 3.91951 -0.50946 2.30014
P 3.85305 0.26327 0.87305
O 4.67862 -0.70749 -0.06846
O 4.39888 1.61829 0.86739
O 2.33508 0.10098 0.43628
H 1.81827 -1.13049 4.72746
H 4.30271 -1.59228 -0.13239
O -1.56555 1.72356 5.09473
Cl -0.28474 1.57877 4.50153
O 0.68019 1.00712 5.39153
O 0.17055 2.82202 3.94092
O -0.47063 0.57322 3.33425
S -0.08209 2.38833 0.64135
C 1.42510 3.23649 0.60559
N 1.94697 3.63058 1.79467
C 3.13374 4.23651 1.90245
C 3.81559 4.54949 0.76590
C 3.22572 4.16316 -0.43391
N 2.06782 3.52067 -0.52591
H 1.43893 3.34177 2.63572
H 3.48534 4.44231 2.90304
H 4.77914 5.03200 0.80345
H 3.72228 4.36862 -1.37556
C -6.46698 -3.43037 -5.51406
C -5.53852 -3.19069 -4.35154
O -5.88768 -2.81913 -3.27087
S -3.81841 -3.51307 -4.81126
C -2.94463 -2.92426 -3.39489
C -3.26494 -3.34503 -2.10521
C -2.57992 -2.82604 -1.02550
C -1.54811 -1.90248 -1.22606
C -1.19566 -1.51867 -2.52915
C -1.89807 -2.02464 -3.60438
C -0.86732 -1.31458 -0.13759
C -0.26479 -0.75531 0.78321
H -7.44771 -3.71494 -5.14076
H -6.07629 -4.18978 -6.19047
H -6.55860 -2.49383 -6.06682
H -4.05051 -4.06897 -1.95037
H -2.83262 -3.13276 -0.01909
H -0.39313 -0.80710 -2.67158
H -1.64948 -1.71806 -4.61188

Orbital gap (spin up / spin down) = 8.00 / 5.80 eV
Relative energy (zero: lowest compared OMol25 entry of this formula, charge and spin) = 7.9 kcal/mol
<S²> = 6.07
HOMO level (spin up / spin down) = -8.723 / -9.178 eV
2S+1 = 5

Record 4
C14H13F3N6O5S | ωB97M-V with the def2-TZVPD basis set

Cartesian coordinates (Å):
O 2.49287 1.47903 -3.44641
O 0.56439 0.14640 -3.72074
F 5.07279 0.87440 -2.43537
F 5.46790 1.09616 -0.33601
F 3.75521 2.19396 -1.03893
N -3.25422 0.38916 -0.24785
N -1.28565 1.12088 -1.42985
N 0.09096 1.27299 0.38030
N 1.96821 -2.18501 -0.10319
O -5.13742 -0.27058 1.08889
O -1.00059 0.75698 3.23913
O 0.16229 -1.38289 -1.29398
C -3.78040 0.14954 0.95505
C -1.91737 0.78980 -0.37701
C -0.09894 1.43966 -0.87808
C -2.97529 0.16312 2.09916
C -1.68791 0.56544 2.04514
C 3.19558 -2.15291 0.32825
C 1.43764 -1.24711 -0.94611
C 4.05961 -1.11349 -0.06374
C 3.54425 -0.09868 -0.93299
C 2.23639 -0.30409 -1.47223
N -1.15802 0.87477 0.75830
N 0.89524 1.93737 -1.58100
C -5.77681 -0.50607 -0.18488
C 0.23083 1.44832 3.28629
C -0.69352 -2.39957 -0.60948
C 4.49108 1.04198 -1.26657
S 1.48378 0.79227 -2.67327
H -3.36260 -0.04964 3.07353
H 3.38126 -2.92437 1.12939
H 5.08219 -1.19402 0.41411
H 1.75472 2.06670 -0.96252
H -6.70014 -1.07698 -0.04384
H -5.21151 -0.89603 -1.01816
H -5.95805 0.55243 -0.43440
H 0.03881 2.50542 2.86481
H 0.59586 1.49690 4.37694
H 0.97668 0.80961 2.69276
H -0.20835 -3.24785 -0.17095
H -1.36853 -2.90842 -1.32881
H -1.40325 -2.00559 0.26436

Orbital gap = 8.98 eV
Relative energy (zero: lowest compared OMol25 entry of this formula, charge and spin) = 63.0 kcal/mol
HOMO level = -9.406 eV

Record 5
C14H14BF4N7O4S5Y | ωB97M-V with the def2-TZVPD basis set

Cartesian coordinates (Å):
Y 0.17652 -1.12261 0.86701
O 2.87652 0.38308 3.71481
C 2.01689 0.18933 2.87238
O 2.02934 -0.65647 1.91174
C 0.78497 1.10010 2.89217
C 0.37690 1.74585 4.04846
C -0.72008 2.58502 3.98430
C -1.34053 2.79279 2.75846
C -0.86958 2.10760 1.65598
N 0.15737 1.25510 1.71938
H 0.92218 1.56501 4.96311
H -1.08594 3.07643 4.87698
H -2.19494 3.44767 2.66043
H -1.33165 2.22967 0.68231
S -0.47256 -1.87122 3.46108
S -0.25426 -3.90010 3.46556
S -0.56463 -4.50169 1.51781
S 1.03706 -3.75843 0.47873
N -0.68317 -2.38504 -1.62411
N -2.05586 -2.61705 -1.66157
C -2.83980 -2.09808 -0.70240
N -4.16069 -2.10834 -0.91453
N -2.21856 -1.67228 0.39411
N -2.87629 -0.93113 1.30938
O -2.13724 -0.29213 2.03680
O -4.10334 -0.93513 1.44742
H -0.39912 -1.79489 -2.40230
H -0.17457 -3.26008 -1.58869
H -2.49348 -2.81659 -2.54527
H -4.48269 -2.03988 -1.86418
H -4.69131 -1.65412 -0.18272
S 3.66591 -1.28187 -2.82684
C 2.59427 -1.66784 -1.52628
N 1.99054 -0.67616 -0.96791
C 2.36367 0.52726 -1.55003
C 1.93600 1.79859 -1.17332
C 2.40422 2.88982 -1.87376
C 3.29363 2.74094 -2.94214
C 3.74397 1.49212 -3.32039
C 3.27468 0.39376 -2.61079
H 2.47358 -2.69936 -1.22080
H 1.25206 1.90338 -0.34327
H 2.07657 3.88219 -1.59366
H 3.63388 3.61664 -3.48019
H 4.43536 1.36602 -4.14322
F -0.83165 0.39332 -0.90821
B -1.48854 0.75455 -2.16417
F -0.81931 0.05836 -3.18516
F -2.82155 0.32420 -2.09007
F -1.40475 2.12169 -2.31244

Orbital gap = 6.06 eV
Total charge = -1
Relative energy (zero: lowest compared OMol25 entry of this formula, charge and spin) = 17.9 kcal/mol
HOMO level = -3.804 eV

Record 6
C14H14Cl2N4O2 | ωB97M-V with the def2-TZVPD basis set

Cartesian coordinates (Å):
C 3.43412 -5.24419 -3.11684
C 2.47604 -5.52326 -2.03632
H 2.77990 -6.36765 -1.54547
H 1.56111 -5.83052 -2.51350
O 2.55962 -4.51362 -1.12725
C 1.54924 -3.70949 -1.39148
O 0.88831 -3.74856 -2.30480
N 1.51570 -2.67788 -0.54560
N 0.72219 -1.63535 -0.58803
C 0.71819 -0.78044 0.52420
C -0.29369 0.27689 0.34802
C -0.24767 1.27613 1.28778
N -0.95462 2.32061 1.06410
N -1.73337 1.89271 -0.18687
C -0.96993 0.84389 -0.62536
C -1.32758 -0.00679 -1.75155
H -1.97550 0.68612 -2.23391
H -0.38553 -0.01932 -2.34157
H -1.74963 -0.78436 -1.71910
C -1.68529 3.29721 1.74018
C -2.90620 3.55351 1.82787
C -3.55649 4.47726 2.57029
C -2.68175 5.59486 2.98130
C -1.30609 5.35437 2.84600
C -0.75291 4.50608 1.83856
Cl 0.91960 4.35567 1.76113
H -0.36560 6.28459 3.20434
H -3.06274 6.54698 3.42882
H -4.50093 4.65239 2.79371
H -3.64511 2.76920 1.63762
Cl 0.38605 1.41100 2.91124
H 1.40858 -0.92362 1.28628
H 2.02098 -2.88331 0.37374
H 4.57100 -4.96396 -2.72038
H 3.15113 -4.42220 -3.72174
H 3.43885 -6.06495 -3.95539

Orbital gap = 7.98 eV
Relative energy (zero: lowest compared OMol25 entry of this formula, charge and spin) = 226.6 kcal/mol
HOMO level = -8.044 eV